{
  "formula": "C28H66F10O6PS3",
  "method": "ωB97M-V with the def2-TZVPD basis set",
  "species": ["F", "S", "C", "C", "C", "F", "F", "C", "F", "F", "S", "F", "F", "F", "F", "F", "P", "S", "H", "H", "H", "H", "H", "H", "C", "C", "O", "C", "C", "H", "H", "H", "H", "H", "H", "H", "H", "H", "H", "C", "C", "O", "C", "C", "H", "H", "H", "H", "H", "H", "H", "H", "H", "H", "C", "C", "O", "C", "C", "H", "H", "H", "H", "H", "H", "H", "H", "H", "H", "C", "C", "O", "C", "C", "H", "H", "H", "H", "H", "H", "H", "H", "H", "H", "C", "C", "O", "C", "C", "H", "H", "H", "H", "H", "H", "H", "H", "H", "H", "C", "C", "O", "C", "C", "H", "H", "H", "H", "H", "H", "H", "H", "H", "H"],
  "xyz": [[2.8964, -4.0287, 1.0759], [2.7377, -2.7832, 0.1341], [1.5072, -1.8236, 1.0126], [0.1787, -2.5820, 0.9268], [-1.0726, -2.0433, 1.6659], [-1.3853, -2.9817, 2.5976], [-2.1081, -1.9765, 0.8103], [-1.0684, -0.7133, 2.4912], [-0.0909, -0.7586, 3.3970], [-2.2263, -0.6729, 3.1352], [-0.9689, 0.9403, 1.5451], [0.5881, 1.0690, 1.8594], [-0.6243, 0.1849, 0.1763], [-2.4978, 0.8369, 1.1864], [-1.3083, 1.7079, 2.8739], [-0.8856, 2.2970, 0.7735], [4.6009, -1.6808, 0.6688], [4.6625, -1.1689, 2.5048], [1.9032, -1.6693, 2.0192], [1.5329, -0.8769, 0.4777], [-0.1055, -2.6656, -0.1228], [0.3367, -3.5978, 1.2857], [4.5157, -0.6786, -0.3128], [5.5426, -2.6388, 0.2644], [0.3835, 4.0094, -5.0377], [0.1125, 2.5287, -4.8418], [1.2318, 1.7916, -4.3693], [1.7547, 2.1869, -3.1189], [0.7717, 2.0451, -1.9680], [1.2156, 4.1579, -5.7270], [-0.5003, 4.4960, -5.4499], [0.6287, 4.5120, -4.1010], [-0.1393, 2.0722, -5.7984], [-0.7507, 2.3789, -4.1833], [2.1622, 3.2026, -3.1700], [2.5996, 1.5156, -2.9449], [-0.1022, 2.6898, -2.0447], [1.2822, 2.2782, -1.0294], [0.4245, 1.0104, -1.9264], [-4.0224, 5.4530, 5.7327], [-3.5422, 6.2966, 4.5643], [-2.4168, 5.7620, 3.8866], [-2.5891, 4.4810, 3.3145], [-3.6977, 4.3884, 2.2813], [-3.2177, 5.3055, 6.4545], [-4.8524, 5.9517, 6.2336], [-4.3735, 4.4705, 5.4128], [-3.2152, 7.2709, 4.9270], [-4.3629, 6.4794, 3.8620], [-2.7476, 3.7309, 4.1003], [-1.6302, 4.2491, 2.8494], [-4.6775, 4.5975, 2.7090], [-3.7383, 3.3802, 1.8655], [-3.5288, 5.0956, 1.4672], [4.8454, -0.5966, -5.0129], [5.0577, -1.2390, -3.6547], [3.9800, -2.0587, -3.2126], [3.6497, -3.1471, -4.0699], [4.7930, -4.1165, -4.2979], [3.9302, -0.0017, -5.0185], [5.6904, 0.0532, -5.2422], [4.7730, -1.3362, -5.8108], [5.1473, -0.4575, -2.8948], [5.9970, -1.8024, -3.6412], [3.2691, -2.7710, -5.0239], [2.8173, -3.6563, -3.5805], [5.6361, -3.6423, -4.8015], [4.4603, -4.9421, -4.9272], [5.1512, -4.5270, -3.3508], [-3.1649, -1.6150, 5.8153], [-3.8417, -2.3492, 6.9609], [-3.2549, -2.1105, 8.2248], [-3.2525, -0.7645, 8.6697], [-4.6351, -0.1506, 8.8048], [-2.1062, -1.8779, 5.7695], [-3.6355, -1.8871, 4.8702], [-3.2380, -0.5315, 5.9238], [-3.7545, -3.4250, 6.8061], [-4.9132, -2.1197, 6.9809], [-2.6202, -0.1463, 8.0211], [-2.7681, -0.7930, 9.6455], [-5.1548, -0.0894, 7.8475], [-4.5541, 0.8614, 9.2026], [-5.2505, -0.7420, 9.4836], [8.0610, -2.1378, -8.5378], [8.3278, -2.8413, -7.2188], [7.2772, -3.6950, -6.7939], [6.9485, -4.7638, -7.6676], [8.0935, -5.7252, -7.9318], [7.1392, -1.5565, -8.4825], [8.8847, -1.4630, -8.7716], [7.9656, -2.8404, -9.3661], [8.4284, -2.1006, -6.4243], [9.2748, -3.3899, -7.2604], [6.5454, -4.3779, -8.6102], [6.1347, -5.2935, -7.1706], [8.9275, -5.2414, -8.4410], [7.7509, -6.5446, -8.5640], [8.4674, -6.1419, -6.9956], [-8.8280, 1.9359, 1.8288], [-7.4441, 2.1757, 1.2516], [-6.4498, 2.4519, 2.2244], [-6.2236, 1.4458, 3.1937], [-5.7766, 0.1118, 2.6185], [-9.1481, 2.7931, 2.4223], [-9.5453, 1.7839, 1.0220], [-8.8599, 1.0531, 2.4688], [-7.4632, 3.0579, 0.6115], [-7.1401, 1.3328, 0.6200], [-7.1093, 1.3112, 3.8243], [-5.4378, 1.8472, 3.8368], [-6.5376, -0.3354, 1.9783], [-5.5697, -0.5904, 3.4277], [-4.8696, 0.2363, 2.0246]],
  "forces_ev_per_a": [[0.145, -0.014, 0.259], [-0.524, -0.184, -0.967], [0.278, -0.253, 0.330], [0.014, 0.293, -0.429], [0.260, -0.216, 0.183], [-0.053, 0.023, 0.077], [0.023, -0.017, -0.106], [-0.219, 0.082, -0.117], [0.337, -0.031, -0.027], [-0.133, 0.020, 0.049], [-0.337, 0.173, 0.038], [0.164, -0.217, -0.092], [0.285, -0.284, -0.035], [-0.033, -0.037, -0.033], [0.111, -0.114, 0.089], [-0.043, 0.110, 0.006], [0.657, 0.626, 1.410], [-0.109, -0.071, -0.394], [-0.099, 0.045, 0.062], [-0.167, 0.284, -0.117], [-0.068, 0.084, -0.003], [-0.148, 0.023, 0.176], [-0.109, -0.288, -0.267], [-0.259, -0.066, -0.433], [0.105, -0.011, 0.056], [-0.081, 0.075, -0.029], [0.063, -0.133, -0.063], [-0.035, 0.085, -0.023], [0.186, -0.203, 0.034], [-0.015, 0.002, -0.013], [-0.005, -0.011, -0.022], [-0.059, 0.006, 0.006], [0.028, -0.037, 0.010], [0.027, 0.019, 0.039], [-0.058, 0.015, 0.036], [0.022, 0.020, -0.044], [0.053, 0.087, -0.046], [-0.066, 0.029, -0.009], [-0.058, 0.041, 0.003], [0.065, -0.084, -0.024], [-0.085, 0.045, 0.023], [0.066, 0.056, -0.024], [-0.020, -0.094, 0.024], [0.008, 0.127, 0.001], [-0.006, 0.012, 0.009], [0.011, 0.022, 0.007], [-0.053, 0.024, -0.014], [0.034, -0.003, -0.023], [-0.004, -0.046, -0.006], [-0.017, 0.002, 0.008], [0.026, 0.072, 0.021], [-0.028, -0.096, -0.003], [-0.031, 0.001, -0.003], [0.030, -0.007, 0.005], [-0.160, -0.042, 0.012], [0.153, 0.103, -0.048], [-0.034, 0.051, 0.429], [-0.068, -0.168, -0.139], [0.117, 0.103, 0.059], [0.021, 0.026, -0.005], [-0.015, 0.017, 0.013], [0.090, -0.016, 0.021], [-0.029, 0.004, -0.003], [-0.037, -0.045, -0.031], [0.031, 0.030, 0.015], [-0.006, 0.051, 0.034], [-0.013, -0.066, -0.088], [-0.031, -0.009, 0.021], [-0.025, -0.026, -0.007], [0.020, 0.033, 0.101], [-0.054, -0.005, -0.035], [0.059, -0.067, 0.031], [-0.002, 0.079, 0.016], [-0.043, -0.076, -0.035], [-0.002, -0.008, -0.017], [-0.009, -0.046, 0.006], [-0.042, 0.002, -0.035], [0.005, -0.004, 0.038], [0.009, 0.044, -0.007], [-0.028, 0.001, -0.027], [0.012, -0.033, -0.007], [0.025, 0.050, -0.011], [0.011, -0.004, 0.017], [0.003, 0.008, 0.008], [-0.083, -0.055, -0.010], [0.082, 0.057, -0.050], [-0.099, 0.053, 0.160], [-0.018, -0.068, -0.081], [0.062, 0.052, 0.063], [0.009, 0.014, -0.002], [-0.002, 0.014, 0.019], [0.053, 0.001, -0.004], [-0.016, -0.025, 0.028], [-0.019, -0.022, -0.031], [0.039, 0.015, -0.006], [-0.006, 0.029, 0.020], [-0.027, -0.009, -0.052], [-0.015, -0.004, 0.009], [-0.007, -0.010, -0.004], [0.036, -0.006, 0.094], [-0.081, -0.033, -0.056], [0.093, 0.043, -0.014], [-0.013, -0.019, 0.066], [0.000, 0.025, -0.089], [-0.008, 0.005, -0.013], [0.001, 0.023, -0.011], [-0.008, -0.030, -0.043], [0.040, 0.011, 0.017], [-0.005, -0.027, 0.035], [-0.015, -0.024, -0.023], [-0.005, 0.032, -0.010], [-0.027, -0.020, 0.044], [0.012, 0.012, 0.015], [-0.002, -0.003, 0.007]],
  "lowdin_charge": [-0.305, 0.977, -0.380, -0.090, -0.437, 0.126, 0.136, -0.441, 0.143, 0.131, 0.760, -0.138, -0.150, -0.112, -0.102, -0.094, 0.233, 0.290, 0.068, 0.093, 0.137, 0.128, -0.017, -0.007, -0.075, -0.273, -0.164, -0.283, -0.086, 0.083, 0.081, 0.067, 0.120, 0.108, 0.113, 0.106, 0.075, 0.075, 0.068, -0.076, -0.275, -0.152, -0.294, -0.067, 0.081, 0.079, 0.059, 0.119, 0.109, 0.102, 0.102, 0.066, 0.061, 0.087, -0.059, -0.284, -0.211, -0.272, -0.067, 0.079, 0.085, 0.072, 0.101, 0.111, 0.115, 0.111, 0.055, 0.083, 0.080, -0.090, -0.277, -0.156, -0.280, -0.077, 0.079, 0.063, 0.068, 0.120, 0.109, 0.105, 0.119, 0.063, 0.078, 0.083, -0.074, -0.278, -0.188, -0.279, -0.074, 0.079, 0.080, 0.069, 0.114, 0.109, 0.110, 0.110, 0.069, 0.080, 0.083, -0.076, -0.275, -0.175, -0.273, -0.066, 0.083, 0.079, 0.067, 0.120, 0.108, 0.111, 0.112, 0.072, 0.070, 0.061],
  "total_charge": 1,
  "gap_ev": 6.01,
  "max_force_ev_per_a": 1.676
}

***

{
  "formula": "C28H66N6O10PS3",
  "method": "ωB97M-V with the def2-TZVPD basis set",
  "species": ["C", "C", "O", "C", "C", "O", "N", "C", "C", "C", "N", "C", "C", "C", "O", "C", "C", "O", "C", "C", "N", "N", "N", "N", "C", "C", "C", "O", "C", "C", "C", "O", "C", "C", "P", "O", "H", "H", "H", "H", "H", "H", "H", "H", "H", "H", "H", "H", "H", "H", "H", "H", "H", "H", "H", "H", "H", "H", "H", "H", "H", "H", "H", "H", "H", "H", "H", "H", "H", "H", "H", "H", "H", "H", "H", "H", "H", "H", "H", "H", "H", "H", "H", "H", "C", "S", "O", "C", "H", "H", "H", "H", "H", "H", "C", "S", "O", "C", "H", "H", "H", "H", "H", "H", "C", "S", "O", "C", "H", "H", "H", "H", "H", "H"],
  "xyz": [[2.3510, -0.3373, 2.9134], [2.4817, 0.8388, 3.8678], [3.0559, 1.9728, 3.2402], [2.2571, 3.1388, 3.3594], [1.6438, 3.4639, 1.9879], [0.2409, 3.7217, 2.0896], [-0.4331, 3.1284, 1.0310], [-0.8202, 1.7578, 1.2638], [-1.8586, 1.5170, 2.3812], [-1.3372, 1.7722, 3.7562], [-2.0037, 2.5088, 4.5506], [-1.1394, 0.9622, -0.0584], [-2.6584, 0.7788, -0.2780], [-3.2730, -0.5424, 0.1157], [-4.6762, -0.2555, 0.3116], [-5.4142, -1.3642, 0.6150], [-6.4433, -1.1486, 1.6914], [-5.2706, -2.4298, 0.0390], [-0.3653, -0.3541, 0.0376], [-0.3018, -1.2380, -1.2298], [-1.1295, -0.7565, -2.3358], [1.0752, -1.3551, -1.7685], [-0.7818, -2.5714, -0.8583], [-0.6248, 1.7845, -1.2178], [0.8547, 1.7802, -1.3613], [-1.2335, 3.1402, -1.2771], [-0.8522, 3.8188, -2.5810], [-1.1367, 2.8802, -3.6095], [-0.1780, 2.9040, -4.6659], [-0.9848, 3.9752, 0.0133], [-0.1357, 5.2315, -0.2068], [-0.9092, 6.2420, -0.8116], [-0.8729, 7.4897, -0.1258], [-1.9272, 8.4173, -0.7358], [-2.6448, 4.6628, 0.6074], [-2.4823, 5.4421, 1.8517], [3.1741, -0.3785, 2.2074], [1.4144, -0.2305, 2.3721], [2.2699, -1.2821, 3.4415], [3.1048, 0.5488, 4.7143], [1.4823, 1.0476, 4.2417], [2.8913, 3.9587, 3.6865], [1.4754, 3.0301, 4.1077], [2.1762, 4.3086, 1.5480], [1.8271, 2.6037, 1.3527], [0.0829, 1.2890, 1.6681], [-2.7988, 2.0301, 2.2231], [-2.0764, 0.4459, 2.3351], [-0.3960, 1.3146, 4.0634], [-1.5532, 2.5814, 5.4608], [-3.2179, 1.5944, 0.1617], [-2.8196, 0.8776, -1.3515], [-3.1993, -1.3001, -0.6529], [-2.8966, -0.9827, 1.0361], [-6.1393, -0.3842, 2.3945], [-7.3761, -0.8741, 1.2052], [-6.6082, -2.1073, 2.1661], [-0.7997, -0.9178, 0.8574], [0.6565, -0.1934, 0.3553], [-1.8862, -1.3944, -2.5392], [-0.5390, -0.7521, -3.1564], [1.4127, -2.2941, -1.6200], [1.7341, -0.7502, -1.2921], [-0.2107, -2.9616, -0.1216], [-0.7697, -3.1675, -1.6758], [-0.9897, 1.3127, -2.0602], [1.1267, 0.9233, -1.9650], [1.3383, 1.7064, -0.3986], [1.2255, 2.6665, -1.8549], [-2.3143, 3.0473, -1.3786], [-1.4831, 4.6943, -2.7114], [0.1906, 4.1183, -2.6365], [-0.5104, 2.2008, -5.4183], [0.7948, 2.5872, -4.2906], [-0.1179, 3.9004, -5.0959], [0.7572, 5.0133, -0.7954], [0.2127, 5.5966, 0.7558], [0.1136, 7.9493, -0.2017], [-1.0827, 7.3648, 0.9342], [-2.3088, 7.9354, -1.6324], [-2.7577, 8.5189, -0.0465], [-1.5083, 9.3798, -0.9957], [-3.2533, 5.3688, -0.4495], [-3.4959, 3.5530, 0.8103], [3.1639, -5.0594, -4.1910], [1.6698, -4.1799, -4.6516], [0.9956, -3.7663, -3.3826], [0.7816, -5.6069, -5.2820], [3.8493, -4.3449, -3.7395], [2.9355, -5.8485, -3.4738], [3.6203, -5.4828, -5.0851], [0.6940, -6.3624, -4.5016], [1.3150, -6.0102, -6.1419], [-0.2082, -5.2765, -5.5892], [4.3589, -4.0268, 3.4772], [3.5521, -3.7571, 1.8968], [2.0931, -3.6014, 2.1703], [3.7936, -5.4199, 1.2652], [4.2771, -3.1092, 4.0562], [3.8649, -4.8422, 4.0055], [5.4101, -4.2601, 3.3109], [3.3330, -6.1404, 1.9408], [4.8609, -5.6159, 1.1656], [3.3176, -5.4800, 0.2890], [0.6321, -6.3030, -1.0589], [2.3077, -6.3601, -0.4100], [2.9531, -7.5769, -0.9728], [1.8352, -6.7401, 1.2796], [0.6922, -6.1107, -2.1264], [0.1375, -7.2578, -0.8776], [0.0836, -5.4935, -0.5785], [1.2560, -7.6633, 1.2974], [1.2544, -5.9128, 1.6863], [2.7460, -6.8647, 1.8607]],
  "forces_ev_per_a": [[-0.282, 0.285, 0.055], [0.403, -0.858, 0.027], [-0.538, 0.127, 0.320], [0.221, 0.290, -0.466], [0.461, 0.008, 0.382], [-0.241, -0.199, 0.112], [0.493, -0.313, -0.990], [0.132, -0.212, 0.667], [0.255, -0.589, -0.505], [-0.683, 1.106, 0.722], [0.254, -0.463, -0.408], [-0.040, 0.371, 1.021], [0.422, 0.144, -0.915], [-0.830, -0.111, -0.122], [0.179, -0.170, 0.665], [-0.247, -1.471, -0.831], [0.179, -0.073, -0.531], [0.210, 1.504, 0.810], [-0.011, 0.005, -0.513], [0.366, -1.685, -0.146], [0.042, 0.563, -0.264], [0.223, 0.794, 0.551], [-0.562, 0.661, -0.048], [-0.051, 0.247, -0.282], [0.329, -0.171, 0.009], [-0.187, 1.035, 0.355], [-0.182, -0.301, -0.525], [0.170, -0.184, 0.113], [-0.323, 0.002, 0.240], [-1.060, 0.256, -0.023], [0.379, 0.406, 0.439], [-0.022, -0.509, -0.176], [-0.117, 1.042, 0.093], [0.140, -0.774, 0.104], [0.111, 0.604, 0.727], [0.110, 0.159, -0.057], [0.173, -0.053, -0.041], [-0.023, -0.088, -0.343], [0.095, -0.111, 0.090], [0.083, 0.115, 0.121], [0.083, 0.249, 0.247], [0.157, 0.043, 0.029], [-0.173, -0.059, 0.011], [-0.252, 0.245, -0.178], [-0.074, -0.157, -0.041], [0.160, 0.054, -0.072], [-0.078, 0.258, 0.149], [-0.097, -0.109, 0.068], [0.036, -0.198, -0.244], [0.030, -0.003, 0.024], [-0.056, -0.033, 0.346], [-0.184, -0.058, -0.063], [0.300, -0.092, -0.132], [0.138, 0.082, 0.124], [-0.050, 0.108, 0.092], [-0.130, 0.207, 0.033], [-0.012, -0.070, 0.190], [-0.185, -0.138, 0.008], [0.150, 0.321, 0.087], [-0.238, -0.002, 0.200], [0.107, -0.151, -0.109], [-0.065, -0.245, -0.389], [-0.019, -0.083, 0.104], [0.094, -0.157, 0.076], [0.284, -0.229, -0.038], [-0.016, -0.330, -0.008], [-0.017, -0.012, -0.123], [-0.059, 0.051, 0.165], [-0.188, 0.189, -0.021], [-0.065, -0.748, 0.025], [0.093, 0.275, 0.106], [0.092, 0.174, 0.081], [-0.087, -0.071, -0.110], [0.217, 0.062, -0.051], [0.108, 0.108, -0.129], [0.078, -0.073, -0.163], [-0.041, -0.209, 0.221], [0.227, -0.190, -0.196], [-0.006, -0.382, 0.110], [-0.029, 0.140, -0.219], [-0.140, 0.251, 0.021], [-0.068, 0.214, 0.001], [-0.030, -0.357, -0.208], [0.158, -0.156, -0.417], [0.064, -0.054, 0.101], [0.080, 0.014, -0.175], [-0.099, -0.233, 0.138], [-0.053, -0.057, 0.037], [-0.032, 0.055, -0.027], [-0.053, -0.029, -0.009], [-0.010, 0.018, -0.019], [0.030, 0.006, 0.010], [0.012, 0.023, -0.010], [0.008, 0.046, 0.002], [-0.018, 0.062, 0.140], [0.686, -0.082, -0.228], [-0.461, -0.096, -0.025], [4.242, 2.523, 2.532], [-0.009, 0.033, 0.006], [-0.029, 0.002, -0.034], [-0.016, 0.012, -0.043], [3.625, 3.806, 0.351], [0.198, 0.209, 0.003], [2.414, 2.200, 1.360], [-0.358, -0.525, -0.045], [-4.626, -3.186, -3.503], [0.173, 0.379, 0.230], [-2.417, -2.154, -0.077], [0.071, 0.097, -0.005], [-0.047, 0.018, -0.028], [0.037, 0.037, 0.026], [-0.313, 0.063, -0.354], [0.154, 0.154, 0.134], [-3.439, -3.450, -0.532]],
  "lowdin_charge": [-0.059, -0.257, -0.128, -0.158, -0.119, -0.068, -0.100, -0.190, -0.100, -0.227, 0.132, -0.269, -0.086, -0.149, -0.016, -0.499, 0.029, 0.107, -0.054, -0.592, 0.109, 0.083, 0.104, -0.019, 0.059, -0.178, -0.164, -0.175, -0.062, -0.370, -0.179, -0.198, -0.254, -0.047, 0.798, -0.376, 0.083, 0.041, 0.062, 0.123, 0.080, 0.127, 0.118, 0.126, 0.106, 0.117, 0.103, 0.118, 0.093, 0.056, 0.088, 0.125, 0.107, 0.124, 0.084, 0.096, 0.091, 0.127, 0.092, 0.096, 0.091, 0.057, 0.059, 0.079, 0.066, 0.134, 0.089, 0.093, 0.101, 0.138, 0.145, 0.113, 0.096, 0.085, 0.099, 0.133, 0.124, 0.122, 0.108, 0.075, 0.076, 0.073, 0.038, 0.020, -0.251, 0.838, -0.583, -0.257, 0.055, 0.043, 0.062, 0.052, 0.061, 0.054, -0.251, 0.831, -0.569, -0.368, 0.045, 0.065, 0.060, -0.014, 0.097, -0.140, -0.217, 0.802, -0.455, -0.217, 0.017, 0.066, 0.049, 0.089, 0.082, 0.023],
  "total_charge": 1,
  "gap_ev": 8.79,
  "max_force_ev_per_a": 6.620
}